Here is a structure of composition C4H7IN2O at a distorted geometry from the Open Molecules 2025 dataset. Energies are from wB97M-V/def2-TZVPD.

- lowest unoccupied orbital energy (eV) = 0.20
- energy relative to the best compared isomer or geometry (same formula, charge and spin) (kJ/mol) = 349.2
- total charge = 0
- multiplicity = 1
- HOMO (eV) = -8.210

CARTESIAN COORDINATES (ANGSTROEM)
C -1.025 -0.011 1.438
C -1.281 -0.824 2.425
C -0.223 1.326 1.594
C 0.614 -0.598 -2.483
N 1.375 -0.117 -0.325
N 0.584 0.148 -1.224
O -1.170 -1.544 3.330
I -2.192 -0.303 -0.215
H -0.968 2.138 1.015
H 0.619 1.251 0.975
H -0.118 1.733 2.539
H -0.357 -0.709 -2.899
H 1.120 -0.015 -3.232
H 1.049 -1.571 -2.407
H 1.971 -0.903 -0.531

Here is a cluster of 2 separate species, CH2Cl2N2 in total at a distorted geometry from the Open Molecules 2025 dataset. Energies are from wB97M-V/def2-TZVPD.

- lowest unoccupied orbital energy (eV) = 0.51
- energy relative to the best compared isomer or geometry (same formula, charge and spin) (kJ/mol) = 314.6
- total charge = 0
- multiplicity = 1
- HOMO (eV) = -9.871

CARTESIAN COORDINATES (ANGSTROEM)
Cl 0.880 3.027 0.902
N 0.391 1.331 1.176
C -0.349 0.725 0.143
N 0.814 0.286 0.236
H -1.328 0.690 -0.314
Cl -0.162 -2.527 -1.495
H -0.246 -3.531 -0.648

Here is a structure of composition C31H90N3O14 at a distorted geometry from the Open Molecules 2025 dataset. Energies are from wB97M-V/def2-TZVPD.

- lowest unoccupied orbital energy (eV) = -2.17
- total charge = +1
- multiplicity = 1
- HOMO (eV) = -10.980

CARTESIAN COORDINATES (ANGSTROEM)
C 3.929 -0.082 2.667
C 3.398 1.282 2.271
O 2.205 1.232 1.483
C 1.104 0.755 2.070
C 0.020 1.666 2.599
N -1.064 0.631 2.757
C -0.709 -0.433 2.011
N -1.161 -1.636 2.084
N 0.238 -0.034 1.156
H 4.951 -0.024 2.991
H 3.765 -0.799 1.880
H 3.364 -0.436 3.519
H 3.297 1.883 3.165
H 4.125 1.729 1.624
H 1.263 0.078 2.909
H -0.380 2.404 1.926
H 0.398 2.112 3.501
H -1.102 0.449 3.763
H -1.499 -2.096 2.921
H -1.108 -2.196 1.245
H 0.698 -0.767 0.631
C 1.197 -4.689 -1.260
C -0.139 -4.510 -0.566
O -0.642 -3.173 -0.733
H 1.929 -3.980 -0.871
H 1.580 -5.698 -1.119
H 1.106 -4.504 -2.332
H -0.041 -4.677 0.506
H -0.875 -5.217 -0.955
H -0.744 -3.016 -1.679
C -4.330 -2.986 5.977
C -3.683 -2.386 4.749
O -2.841 -3.341 4.081
H -3.576 -3.347 6.678
H -4.951 -2.246 6.477
H -4.953 -3.841 5.705
H -3.047 -1.540 5.017
H -4.449 -2.033 4.052
H -3.394 -4.091 3.835
C 4.156 0.801 -2.536
C 4.763 -0.328 -1.737
O 4.724 -0.037 -0.333
H 4.690 1.734 -2.357
H 4.179 0.582 -3.603
H 3.116 0.958 -2.234
H 5.803 -0.483 -2.013
H 4.215 -1.260 -1.918
H 3.797 0.096 -0.107
C -2.656 3.484 0.278
C -3.447 2.704 -0.755
O -2.611 1.788 -1.466
H -1.844 4.033 -0.200
H -3.293 4.193 0.809
H -2.205 2.805 1.009
H -3.882 3.376 -1.492
H -4.264 2.152 -0.277
H -2.232 1.183 -0.820
C -3.708 1.439 6.374
C -5.077 1.058 5.846
O -5.651 0.019 6.641
H -3.051 0.567 6.368
H -3.257 2.224 5.763
H -3.770 1.795 7.405
H -4.994 0.684 4.827
H -5.747 1.920 5.837
H -5.737 0.349 7.542
C -5.291 1.995 1.190
C -5.594 3.288 1.923
O -5.019 3.297 3.233
H -5.673 1.141 1.752
H -5.738 1.993 0.196
H -4.211 1.858 1.081
H -6.666 3.418 2.050
H -5.208 4.143 1.360
H -4.068 3.193 3.125
C 1.142 0.592 7.289
C -0.086 0.858 6.441
O -0.534 -0.360 5.814
H 1.943 0.170 6.681
H 1.502 1.509 7.756
H 0.916 -0.130 8.076
H 0.140 1.565 5.645
H -0.894 1.276 7.045
H -0.736 -0.990 6.515
C 7.885 3.730 -4.890
C 6.804 2.711 -4.582
O 7.289 1.670 -3.734
H 8.738 3.246 -5.365
H 7.510 4.512 -5.552
H 8.246 4.199 -3.971
H 6.460 2.231 -5.496
H 5.945 3.196 -4.105
H 7.589 2.077 -2.914
C -5.941 3.738 -4.260
C -6.299 5.062 -3.611
O -5.350 5.430 -2.609
H -5.887 2.949 -3.509
H -6.679 3.456 -5.011
H -4.962 3.796 -4.742
H -7.266 4.996 -3.115
H -6.355 5.855 -4.363
H -4.491 5.509 -3.038
C 5.225 -4.121 -3.666
C 3.813 -4.676 -3.645
O 3.635 -5.628 -2.590
H 5.955 -4.919 -3.787
H 5.353 -3.407 -4.478
H 5.449 -3.618 -2.721
H 3.589 -5.195 -4.574
H 3.086 -3.865 -3.521
H 3.824 -5.177 -1.760
C 9.359 -5.540 -3.738
C 9.400 -4.274 -4.575
O 8.360 -3.368 -4.212
H 8.395 -6.038 -3.848
H 10.147 -6.233 -4.034
H 9.486 -5.305 -2.678
H 9.256 -4.508 -5.628
H 10.369 -3.775 -4.466
H 8.483 -3.140 -3.284
C -0.427 -0.093 -3.239
C 0.213 -1.452 -3.447
O 1.578 -1.463 -3.027
H 0.114 0.679 -3.787
H -1.466 -0.092 -3.569
H -0.401 0.183 -2.182
H 0.207 -1.732 -4.498
H -0.340 -2.215 -2.886
H 1.592 -1.218 -2.096
C -6.940 1.107 -3.987
C -6.759 2.087 -2.843
O -5.514 1.885 -2.170
H -6.893 0.082 -3.620
H -7.898 1.258 -4.485
H -6.145 1.226 -4.727
H -7.542 1.954 -2.099
H -6.807 3.116 -3.211
H -4.810 2.012 -2.815

Here is the molecule C4H5NO from the Open Molecules 2025 dataset. Energies are from wB97M-V/def2-TZVPD.

- lowest unoccupied orbital energy (alpha / beta) (eV) = 0.29 / 0.29
- energy relative to the best compared isomer or geometry (same formula, charge and spin) (kJ/mol) = 524.7
- total charge = 0
- multiplicity = 1
- HOMO (alpha / beta) (eV) = -7.913 / -7.914

CARTESIAN COORDINATES (ANGSTROEM)
C 0.585 1.245 0.718
C 0.383 0.078 -0.199
C -0.345 0.186 -1.586
O 1.059 -0.101 -1.413
C -0.210 -1.072 0.256
N -0.776 -2.011 0.771
H 1.520 1.155 1.279
H 0.589 2.156 0.119
H -0.247 1.290 1.428
H -0.803 -0.792 -1.885
H -1.755 -2.133 0.513

Here is a cluster of 2 separate species, C3H9NSi in total at a distorted geometry from the Open Molecules 2025 dataset. Energies are from wB97M-V/def2-TZVPD.

- lowest unoccupied orbital energy (alpha / beta) (eV) = 0.29 / -0.29
- energy relative to the best compared isomer or geometry (same formula, charge and spin) (kJ/mol) = 519.7
- total charge = 0
- multiplicity = 1
- HOMO (alpha / beta) (eV) = -8.806 / -8.037

CARTESIAN COORDINATES (ANGSTROEM)
C 2.199 0.363 0.311
C 1.347 0.927 1.093
C -0.401 -1.591 0.083
N -0.742 -0.324 0.537
Si -1.585 0.967 -0.267
H 3.341 0.657 0.458
H 1.853 -0.159 -0.516
H 1.211 1.471 2.028
H 0.049 -1.527 -0.942
H 0.232 -2.085 0.735
H -1.264 -2.094 -0.313
H -1.348 0.673 -1.775
H -2.938 0.931 0.055
H -0.852 2.186 0.016

Here is a structure of composition C3H6N4O at a distorted geometry from the Open Molecules 2025 dataset. Energies are from wB97M-V/def2-TZVPD.

- lowest unoccupied orbital energy (eV) = 0.65
- energy relative to the best compared isomer or geometry (same formula, charge and spin) (kJ/mol) = 943.1
- total charge = 0
- multiplicity = 1
- HOMO (eV) = -9.398

CARTESIAN COORDINATES (ANGSTROEM)
C 2.042 0.022 0.728
C 1.184 -0.408 -0.648
C -0.904 0.284 -0.384
H 1.296 0.509 1.810
H 3.054 0.932 0.617
H 2.422 -1.341 1.246
H 1.826 -0.829 -1.805
H 0.313 -1.315 -0.449
H -2.160 2.044 -0.447
N 0.165 0.785 -0.776
N -2.024 1.008 -0.029
N -3.007 0.276 0.328
N -2.742 -0.945 0.218
O -1.465 -1.022 -0.408

Here is a cluster of 2 separate species, C9H9P in total at a distorted geometry from the Open Molecules 2025 dataset. Energies are from wB97M-V/def2-TZVPD.

- lowest unoccupied orbital energy (alpha / beta) (eV) = -1.03 / -1.15
- energy relative to the best compared isomer or geometry (same formula, charge and spin) (kJ/mol) = 301.6
- total charge = 0
- multiplicity = 1
- HOMO (alpha / beta) (eV) = -7.545 / -8.247

CARTESIAN COORDINATES (ANGSTROEM)
C -0.704 -0.295 2.153
C -0.579 0.389 0.992
C -0.850 -1.666 2.244
C -0.777 -0.308 -0.218
C -1.194 -2.373 1.023
C -1.139 -1.672 -0.148
C 1.443 1.697 -1.607
C 1.898 0.503 -1.816
C 1.018 2.909 -1.462
P -1.170 -2.574 -1.678
H -0.445 0.258 3.114
H -0.395 1.426 1.027
H -1.078 -1.994 3.272
H -0.700 0.135 -1.184
H -1.339 -3.356 0.826
H 2.401 -0.071 -1.182
H 1.818 0.259 -2.865
H 1.739 3.726 -1.429
H 0.053 3.008 -1.064

Here is the molecule C20H27N5O2S at a distorted geometry from the Open Molecules 2025 dataset. Energies are from wB97M-V/def2-TZVPD.

- lowest unoccupied orbital energy (eV) = 0.41
- energy relative to the best compared isomer or geometry (same formula, charge and spin) (kJ/mol) = 54.5
- total charge = 0
- multiplicity = 1
- HOMO (eV) = -8.809

CARTESIAN COORDINATES (ANGSTROEM)
C -0.842 -0.858 -2.038
C -1.850 -1.594 -1.161
C -3.159 -0.806 -1.074
C -4.185 -1.522 -0.203
C -3.630 -1.737 1.200
C -2.325 -2.524 1.137
C -1.297 -1.809 0.255
N -0.065 -2.575 0.231
C 1.101 -2.130 0.732
O 1.256 -1.006 1.171
C 2.238 -3.134 0.664
S 3.309 -2.687 -0.757
C 3.932 -1.217 -0.045
N 4.660 -1.142 1.034
N 4.796 0.152 1.332
C 4.163 0.853 0.428
C 3.933 2.322 0.472
N 2.532 2.567 0.752
C 1.672 3.002 -0.199
O 2.047 3.409 -1.285
C 0.233 2.965 0.189
C -0.290 1.963 1.002
C -1.641 1.960 1.305
C -2.477 2.942 0.797
C -1.963 3.927 -0.030
C -0.615 3.936 -0.336
N 3.597 0.025 -0.495
C 2.795 0.344 -1.638
H -0.637 0.129 -1.626
H 0.091 -1.413 -2.104
H -1.236 -0.732 -3.044
H -2.057 -2.576 -1.603
H -3.560 -0.665 -2.079
H -2.951 0.182 -0.657
H -5.103 -0.934 -0.153
H -4.432 -2.488 -0.649
H -4.354 -2.276 1.814
H -3.448 -0.769 1.670
H -1.913 -2.652 2.141
H -2.520 -3.517 0.724
H -1.042 -0.840 0.692
H -0.125 -3.512 -0.134
H 2.863 -3.071 1.554
H 1.901 -4.153 0.493
H 4.560 2.750 1.258
H 4.158 2.799 -0.486
H 2.172 2.175 1.608
H 0.338 1.164 1.370
H -2.043 1.189 1.946
H -3.530 2.933 1.040
H -2.614 4.687 -0.436
H -0.196 4.691 -0.984
H 2.969 -0.396 -2.419
H 3.046 1.337 -2.008
H 1.738 0.332 -1.364

Here is a structure of composition C55H73AsBBrN8O3S4Sc from the Open Molecules 2025 dataset. Energies are from wB97M-V/def2-TZVPD.

- lowest unoccupied orbital energy (eV) = -2.32
- energy relative to the best compared isomer or geometry (same formula, charge and spin) (kJ/mol) = 133.3
- total charge = +1
- multiplicity = 1
- HOMO (eV) = -8.816

CARTESIAN COORDINATES (ANGSTROEM)
Sc 0.438 0.213 -0.719
O 3.175 -1.700 -3.772
C 2.764 -1.073 -4.897
C 3.349 -1.436 -6.104
C 2.938 -0.832 -7.279
C 1.932 0.128 -7.267
C 1.353 0.477 -6.059
C 1.771 -0.097 -4.860
C 1.151 0.399 -3.573
O 1.133 -0.475 -2.495
N 1.883 1.584 -3.139
N 1.740 1.940 -1.858
C 2.347 2.989 -1.445
C 2.326 3.425 -0.063
Br 1.822 2.103 1.181
C 2.689 4.627 0.389
C 3.044 5.786 -0.446
C 4.065 6.635 -0.016
C 4.438 7.729 -0.777
C 3.780 8.004 -1.969
C 2.740 7.188 -2.388
C 2.369 6.088 -1.629
H 2.529 -1.471 -3.074
H 4.114 -2.199 -6.098
H 3.399 -1.122 -8.213
H 1.600 0.588 -8.186
H 0.564 1.220 -6.035
H 0.122 0.708 -3.823
H 2.488 2.105 -3.758
H 2.942 3.583 -2.137
H 2.746 4.769 1.462
H 4.574 6.425 0.916
H 5.237 8.373 -0.437
H 4.065 8.864 -2.559
H 2.202 7.418 -3.298
H 1.520 5.488 -1.933
C 1.078 0.916 7.004
C 0.116 1.776 6.179
C -1.037 2.272 7.048
C 0.915 2.957 5.636
N -0.460 0.907 5.108
C -0.762 -0.424 5.367
C -1.243 -0.963 4.238
N -1.272 0.028 3.271
B -1.735 -0.183 1.818
N -2.836 0.842 1.456
C -3.880 1.134 2.312
C -4.520 2.207 1.832
N -3.860 2.612 0.682
C -2.802 1.784 0.490
S -1.601 1.980 -0.732
C -4.357 3.843 -0.026
C -3.604 4.193 -1.303
C -5.820 3.589 -0.392
C -4.220 5.005 0.958
N -2.297 -1.622 1.711
C -3.604 -2.022 1.929
C -3.613 -3.363 2.033
N -2.310 -3.804 1.859
C -1.516 -2.721 1.637
S 0.130 -2.635 1.254
C -1.870 -5.229 1.955
C -1.264 -5.661 0.623
C -0.872 -5.365 3.102
C -3.084 -6.106 2.249
C -0.844 1.204 3.829
S -0.972 2.712 3.072
H 1.599 1.562 7.709
H 1.819 0.439 6.361
H 0.572 0.146 7.585
H -0.650 2.846 7.890
H -1.619 1.437 7.442
H -1.699 2.913 6.464
H 1.393 3.436 6.491
H 0.295 3.679 5.122
H 1.693 2.626 4.946
H -0.594 -0.881 6.323
H -1.559 -1.971 4.051
H -0.833 0.006 1.027
H -4.047 0.579 3.217
H -5.375 2.730 2.215
H -3.630 3.388 -2.035
H -2.567 4.457 -1.114
H -4.110 5.060 -1.729
H -5.904 2.729 -1.057
H -6.215 4.463 -0.908
H -6.445 3.411 0.482
H -3.183 5.106 1.280
H -4.842 4.874 1.842
H -4.526 5.930 0.469
H -4.426 -1.335 1.981
H -4.438 -4.029 2.189
H -0.356 -5.107 0.401
H -1.983 -5.504 -0.185
H -1.029 -6.724 0.669
H -0.013 -4.714 2.958
H -0.524 -6.396 3.153
H -1.351 -5.119 4.052
H -3.816 -6.077 1.441
H -3.571 -5.836 3.186
H -2.736 -7.133 2.345
C -2.327 1.423 -4.248
C -2.916 0.170 -3.617
As -1.779 -0.994 -2.501
C -1.093 -2.315 -3.780
C -2.026 -2.725 -4.912
C -3.254 -2.036 -1.745
C -2.808 -3.413 -1.277
H -3.121 2.021 -4.699
H -1.631 1.175 -5.051
H -1.811 2.052 -3.523
H -3.317 -0.477 -4.397
H -3.749 0.419 -2.956
H -0.829 -3.179 -3.167
H -0.148 -1.933 -4.166
H -3.032 -2.964 -4.562
H -1.639 -3.611 -5.417
H -2.112 -1.940 -5.664
H -4.033 -2.126 -2.506
H -3.665 -1.437 -0.928
H -2.562 -4.052 -2.124
H -3.598 -3.911 -0.714
H -1.925 -3.359 -0.635
O 2.164 -0.720 -0.017
S 3.509 -1.207 -0.542
C 4.510 -1.317 0.901
C 5.849 -0.984 0.761
C 6.680 -1.090 1.869
C 6.154 -1.494 3.086
C 4.802 -1.798 3.211
C 3.963 -1.719 2.114
C 3.301 -2.932 -0.969
C 2.069 -3.394 -1.399
C 1.974 -4.693 -1.881
C 3.092 -5.508 -1.926
C 4.322 -5.028 -1.495
C 4.435 -3.733 -1.023
H 6.234 -0.645 -0.193
H 7.729 -0.843 1.782
H 6.801 -1.566 3.950
H 4.400 -2.104 4.168
H 2.908 -1.953 2.194
H 1.196 -2.763 -1.363
H 1.016 -5.064 -2.218
H 3.010 -6.520 -2.300
H 5.197 -5.662 -1.531
H 5.396 -3.358 -0.697

Here is the molecule C5H4O at a distorted geometry from the Open Molecules 2025 dataset. Energies are from wB97M-V/def2-TZVPD.

- lowest unoccupied orbital energy (eV) = -0.95
- energy relative to the best compared isomer or geometry (same formula, charge and spin) (kJ/mol) = 333.6
- total charge = 0
- multiplicity = 1
- HOMO (eV) = -9.626

CARTESIAN COORDINATES (ANGSTROEM)
C 2.845 -0.208 0.001
C 1.568 -0.128 -0.225
C 0.354 0.404 -0.070
C -0.718 -0.343 0.046
C -2.028 0.188 0.122
O -3.090 -0.409 -0.238
H 3.646 -0.960 0.080
H 0.472 1.509 -0.526
H -0.872 -1.403 0.314
H -2.177 1.351 0.496

Here is the ion C6H17N2 with charge +2 at a distorted geometry from the Open Molecules 2025 dataset. Energies are from wB97M-V/def2-TZVPD.

- lowest unoccupied orbital energy (alpha / beta) (eV) = -6.96 / -12.15
- energy relative to the best compared isomer or geometry (same formula, charge and spin) (kJ/mol) = 130.4
- total charge = +2
- ⟨S²⟩ = 0.755
- multiplicity = 2
- HOMO (alpha / beta) (eV) = -19.695 / -19.694

CARTESIAN COORDINATES (ANGSTROEM)
C -0.792 -1.261 0.162
N -1.269 -0.835 -1.112
C -0.452 -0.938 -2.314
C 0.031 -2.396 -2.581
C 0.168 -0.198 0.881
N -0.427 1.222 0.830
C 0.627 2.224 1.206
C 1.074 2.096 2.680
H -0.153 -2.140 0.061
H -1.612 -1.273 0.871
H -2.251 -1.052 -1.335
H 0.464 -0.337 -2.291
H -1.087 -0.571 -3.115
H 1.076 -2.491 -2.918
H -0.436 -2.675 -3.528
H -0.004 -3.133 -1.792
H 1.214 -0.129 0.591
H 0.274 -0.514 1.921
H -1.250 1.203 1.438
H -0.707 1.294 -0.141
H 1.545 2.035 0.628
H 0.405 3.209 0.811
H 2.011 1.564 2.775
H 0.222 1.957 3.345
H 1.330 3.136 2.925

Here is the molecule C2H8N2 from the Open Molecules 2025 dataset. Energies are from wB97M-V/def2-TZVPD.

- lowest unoccupied orbital energy (eV) = 1.13
- energy relative to the best compared isomer or geometry (same formula, charge and spin) (kJ/mol) = 29.3
- total charge = 0
- multiplicity = 1
- HOMO (eV) = -8.668

CARTESIAN COORDINATES (ANGSTROEM)
C -1.532 0.054 -0.289
N -0.399 -0.870 -0.116
C 0.760 -0.297 0.524
N 1.319 0.908 -0.059
H -1.517 0.574 -1.242
H -2.459 -0.508 -0.193
H -1.504 0.821 0.482
H -0.108 -1.232 -1.019
H 1.512 -1.087 0.551
H 0.521 -0.072 1.571
H 1.251 0.963 -1.062
H 1.128 1.789 0.383